# 1
226
Properties=species:S:1:pos:R:3 method="wB97M-V/def2-TZVPD" homo_lumo_gap_ev=4.1 total_charge=+8 e_homo_ev=-23.63 largest_force_ev_per_a=9.13 total_energy_ev=-98965.881
O -2.52 -2.85 6.64
O -4.22 4.31 -0.63
O -1.76 -1.93 -6.07
O 5.97 0.54 -7.81
O 2.27 -1.20 -0.27
O 4.07 1.62 3.37
O -2.38 -6.41 -0.54
O 1.12 4.73 -2.54
N -0.98 -8.32 1.20
N 5.07 -0.78 -5.22
N 1.20 -0.45 -0.08
N -4.79 3.99 2.40
N 5.20 0.97 3.61
N -1.72 -0.80 -5.35
N 1.25 6.07 -2.26
N -3.31 -3.10 5.68
C -4.76 -1.23 6.42
C 0.47 -1.23 2.25
C -1.71 1.75 -3.99
C 4.38 -0.11 5.75
C 6.04 -1.42 -6.23
C 0.40 8.39 -2.34
C 1.38 1.06 -0.34
C -4.89 -3.73 3.32
C -6.71 3.10 0.78
C 5.02 -1.72 -4.01
C -3.37 3.64 2.85
C 0.82 -7.12 -0.23
C -5.40 2.79 1.57
C -2.27 0.49 -3.33
C -3.22 -5.51 -1.27
C 4.85 -0.36 4.33
C -1.02 6.40 -2.61
C 3.75 6.24 -2.73
C 1.86 8.89 -2.06
C 2.80 5.50 -0.43
C 0.35 6.96 -2.97
C -1.97 -10.70 0.82
C -5.35 -2.65 4.35
C -2.54 -1.98 -3.32
C -4.64 5.30 1.54
C -1.10 0.39 -6.05
C -0.61 1.48 -5.04
C -1.19 -0.22 0.53
C -3.58 -1.13 4.14
C 6.35 2.37 5.30
C -2.52 -5.47 5.75
C 5.95 -0.88 -7.65
C -5.60 4.41 3.58
C 6.50 2.87 2.82
C -3.69 4.41 -1.97
C -2.66 -0.69 -4.16
C 7.54 -0.43 4.72
C -4.26 -4.80 4.09
C -3.74 5.22 0.32
C -4.22 -2.01 5.19
C 6.23 -1.14 4.37
C -2.24 -9.20 1.18
C -3.30 2.48 3.89
C -2.10 1.04 -7.02
C -2.72 -6.34 0.84
C -1.82 -4.03 3.79
C 3.71 -0.64 -5.87
C -0.94 1.29 0.75
C 2.59 7.89 -1.18
C -2.98 -4.35 4.87
C 2.61 6.36 -1.66
C 0.74 7.00 -4.47
C 5.72 0.53 -4.76
C 0.05 -8.87 2.20
C 2.18 1.82 0.75
C 0.14 0.10 -6.85
C -1.54 -6.94 1.68
C 6.43 1.80 3.90
C -0.33 -2.51 0.20
C -4.15 -0.52 -4.60
C -0.02 1.74 -0.36
C 7.68 0.88 3.92
C 2.01 1.28 -1.75
C 0.04 -1.09 0.74
C -0.22 -8.24 -0.21
C 3.92 -1.24 3.54
H 0.79 -8.12 2.45
H -3.63 6.22 -0.10
H 2.15 2.88 0.48
H -3.07 0.80 -2.66
H 4.64 -2.66 -4.40
H 3.04 -0.29 -5.08
H -4.37 3.80 -2.57
H -2.80 -4.50 -1.17
H -2.85 4.56 3.11
H -5.48 -0.46 6.13
H 1.46 -7.04 0.65
H -2.88 -11.22 0.53
H 8.38 -1.11 4.54
H -7.59 3.31 1.38
H 4.75 6.03 -2.33
H -1.38 -2.81 0.31
H -2.71 4.90 0.52
H 8.54 1.45 4.29
H -0.50 2.42 -5.57
H -0.59 1.55 -1.28
H 2.94 4.43 -0.59
H 3.73 5.84 0.02
H -2.10 -3.37 2.97
H -0.61 -9.16 3.02
H 0.78 8.00 -4.90
H -3.89 2.63 4.79
H -5.17 -1.84 7.22
H -2.85 -1.58 3.46
H 1.96 9.85 -1.54
H 6.78 0.92 -7.46
H -2.21 -6.21 5.02
H -6.61 3.86 0.01
H -1.53 0.12 -2.61
H -2.89 -2.81 -3.95
H 3.66 0.71 5.79
H 5.66 3.55 2.88
H 0.21 -3.35 0.64
H 4.33 -1.38 -3.24
H -3.00 -8.92 0.46
H -6.96 2.20 0.21
H -4.95 -5.22 4.82
H 1.56 -7.38 -0.99
H -4.32 -3.29 2.50
H -1.27 -10.93 0.02
H 3.68 7.04 -3.46
H 2.98 0.77 -1.76
H -0.52 1.47 1.75
H -1.78 7.04 -3.06
H -0.25 -1.72 2.90
H 6.33 -1.37 3.31
H 1.74 1.66 1.73
H 1.98 5.62 0.28
H 0.87 -0.50 -6.29
H -2.54 2.31 -4.41
H 8.03 0.56 2.94
H -4.83 -0.47 -3.75
H 3.95 -2.28 3.87
H 3.75 0.08 -6.69
H 5.62 1.35 -5.48
H 3.85 -1.01 6.07
H 1.56 0.69 -2.55
H 7.29 2.89 5.48
H -3.10 -0.27 4.61
H -4.39 -1.34 -5.28
H -3.04 1.40 -6.59
H -2.26 2.22 4.13
H -1.94 -7.04 2.69
H -4.19 5.98 2.26
H -1.89 1.83 0.70
H -3.95 -0.68 6.89
H -1.32 2.40 -3.20
H 7.42 3.41 3.03
H -1.00 -3.47 4.23
H 5.16 -1.37 -8.23
H 0.51 -6.09 -0.37
H -1.65 -11.29 1.68
H 3.64 8.17 -1.15
H -3.62 1.59 3.33
H -5.54 2.06 2.37
H -5.85 3.53 4.18
H -1.57 -5.24 6.21
H -1.77 -0.38 -0.38
H 0.60 -0.23 2.68
H -3.64 5.42 -2.35
H -6.48 4.98 3.28
H 0.05 2.83 -0.37
H 6.26 1.72 6.17
H -1.25 6.42 -1.54
H -0.12 -0.62 -7.63
H 4.14 -1.28 2.47
H 6.64 0.32 -4.23
H -6.10 -3.11 5.00
H -3.27 -5.85 6.45
H -0.16 6.70 -5.02
H -3.16 -2.01 -2.43
H -1.91 -0.59 1.26
H 3.21 1.47 0.77
H -0.15 9.10 -2.95
H -2.47 0.33 -7.76
H -2.93 3.34 1.90
H -0.07 8.36 -1.36
H 7.53 -0.17 5.78
H 0.20 -9.23 -0.33
H -1.36 -4.91 3.34
H -1.65 1.81 -7.65
H -1.50 -2.29 -3.22
H -4.95 5.00 4.22
H -4.35 0.37 -5.19
H -0.98 -8.16 -0.99
H 2.24 8.03 -0.16
H 0.44 -9.78 1.77
H 5.04 0.91 -3.99
H 1.49 6.30 -4.83
H -3.23 -5.79 -2.32
H -2.62 -9.07 2.19
H -1.19 5.37 -2.93
H 0.64 0.98 -7.25
H 2.18 2.33 -1.97
H -2.72 3.90 -2.04
H -4.04 -5.68 3.49
H 2.55 9.10 -2.87
H 5.55 3.11 5.38
H 0.37 1.17 -4.67
H 6.48 2.53 1.78
H -5.92 -1.87 3.85
H 3.35 -1.60 -6.23
H -5.60 5.67 1.18
H 6.00 -1.79 -3.54
H -4.58 2.46 0.94
H 7.03 -1.37 -5.77
H -4.24 -0.68 3.41
H 6.81 -1.35 -8.13
H 1.43 -1.72 2.42
H -0.11 -2.42 -0.86
H -4.26 -5.45 -0.96
H -2.83 -5.30 1.16
H -3.64 -6.87 1.06
H -5.85 -4.09 2.93
H 6.05 -2.09 4.88
H 5.88 -2.50 -6.25
H -0.66 -6.32 1.81
H 3.62 5.33 -3.33
H 2.87 -0.94 3.64
H 5.21 0.07 6.43

=====

# 2
234
Properties=species:S:1:pos:R:3 method="wB97M-V/def2-TZVPD" smiles=CC1(C)CCCC(C)(C)N1O.CC1(C)CCCC(C)(C)N1O.CC1(C)CCCC(C)(C)N1O.CC1(C)CCCC(C)(C)N1O.CC1(C)CCCC(C)(C)N1O.CC(C)O.CC(C)O.CC(C)O.CC(C)O.CC(C)O.CC(C)O.CC(C)O homo_lumo_gap_ev=8.5 e_homo_ev=-8.20 largest_force_ev_per_a=2.32 total_energy_ev=-102904.600
O -5.77 -5.16 -5.73
O 2.67 -4.71 0.28
O -5.56 1.72 4.81
O 2.77 -1.30 6.15
O 1.81 4.37 -4.61
O -1.90 -7.20 1.54
O -0.30 6.28 -3.65
O 5.38 -0.05 6.10
O 0.61 -2.59 0.37
O 7.70 1.64 0.10
O -1.52 -3.53 2.39
O 4.12 -2.88 -4.95
N -4.85 -4.15 -6.10
N 0.42 -1.56 -0.56
N -1.33 5.86 -2.78
N -4.19 1.85 4.51
N 4.65 0.96 5.41
C -0.13 0.72 -2.22
C -6.63 -2.59 -6.51
C 6.40 1.09 -0.12
C 6.46 0.24 -1.40
C -1.88 2.15 5.29
C 0.45 -0.63 6.28
C 3.16 4.15 -4.19
C -4.48 3.97 3.16
C 4.03 3.84 -5.40
C 3.40 3.07 5.48
C 1.83 -3.29 -4.86
C 4.73 -0.33 3.35
C -1.93 3.69 -3.93
C -3.53 0.84 6.68
C 3.98 -4.44 -0.23
C 6.35 1.53 3.63
C -0.55 -1.80 -1.64
C -1.67 3.09 4.12
C -0.83 5.52 -1.47
C -2.39 5.10 -3.46
C 3.72 3.30 4.00
C -3.14 4.41 -1.09
C 5.39 2.23 -0.28
C 2.97 -2.48 -4.23
C -3.79 3.30 6.49
C 3.92 1.95 3.32
C -2.89 5.88 -4.69
C -3.53 4.99 -2.44
C -2.99 -8.13 -0.35
C -4.34 -1.73 -6.13
C -2.63 -1.99 3.91
C -2.02 5.29 -0.51
C 3.79 -3.64 -1.52
C 4.78 -3.64 0.78
C -3.45 -4.56 -5.94
C 3.15 3.04 -3.17
C 0.04 4.24 -1.40
C -3.35 2.04 5.74
C 0.93 -0.27 -0.09
C -3.97 2.53 3.23
C -3.25 -5.75 -6.91
C -2.01 -1.89 -1.11
C 3.79 1.79 7.55
C -0.16 -3.15 -2.25
C 4.93 1.02 3.97
C -5.34 -2.84 -5.70
C -0.09 6.71 -0.83
C 1.06 0.68 -1.27
C 2.78 -0.98 -4.32
C 1.28 -2.23 4.54
C 1.45 -1.76 5.99
C 5.72 2.93 6.52
C -5.69 -2.62 -4.20
C -3.08 -4.86 -4.49
C -2.64 -2.63 2.54
C 0.00 0.27 0.98
C -3.95 -3.39 2.34
C -2.81 -6.84 0.50
C 2.36 -0.43 0.42
C -0.43 -0.72 -2.71
C -2.13 -5.79 -0.36
C -2.47 2.54 2.96
C -2.53 -3.45 -6.47
C -4.58 1.64 2.13
C 4.41 2.16 6.21
C -2.87 -2.09 -5.86
H 3.83 4.56 -6.21
H 2.35 2.81 5.68
H 2.84 3.82 3.59
H 1.26 -2.60 6.66
H -2.03 -8.59 -0.59
H -2.23 -2.72 -0.45
H -2.26 -0.99 -0.54
H 7.74 2.43 -0.44
H 4.72 -3.20 -1.92
H -3.80 -6.50 0.83
H -1.37 -0.63 -3.27
H -0.77 -3.30 -3.15
H -0.93 3.76 -4.37
H 0.12 -0.32 1.90
H 1.93 -4.37 -4.78
H 0.16 5.44 -3.85
H 3.66 2.70 8.14
H 3.01 -0.65 -5.34
H -0.80 7.54 -0.77
H 0.28 -1.01 -3.49
H -3.91 6.01 -2.34
H 3.49 -0.40 -3.72
H -4.53 0.88 7.13
H 6.55 2.56 3.91
H -2.72 -2.73 4.71
H -3.28 6.88 -4.47
H -7.43 -3.23 -6.15
H -4.83 3.33 6.83
H 1.17 1.70 -0.89
H 0.11 1.34 1.16
H 1.71 5.11 -5.21
H 7.12 0.93 4.13
H -2.30 3.15 2.06
H -2.40 -7.38 2.34
H -1.98 -4.37 2.24
H -2.57 3.16 -4.64
H 3.33 3.99 6.08
H 2.10 -2.85 4.17
H -6.45 -2.90 -7.54
H 0.66 4.19 -2.30
H 0.37 -2.84 4.41
H 3.78 -0.79 3.67
H 4.19 2.20 2.30
H -4.46 -1.45 -7.17
H -0.53 -1.00 5.95
H 4.42 1.90 -0.66
H -4.01 -4.25 3.04
H 2.39 -1.04 1.32
H 6.78 0.90 -2.20
H -4.27 4.37 2.17
H 0.70 7.12 -1.46
H 6.55 1.45 2.56
H -5.82 2.58 5.19
H 5.75 2.93 -1.05
H -2.01 5.99 -5.32
H 4.74 -0.34 2.26
H 0.85 -3.15 -2.64
H -4.54 -0.84 -5.53
H 1.92 0.44 -1.90
H -3.53 -7.87 -1.26
H -3.26 3.33 7.45
H -2.85 -3.97 -3.91
H 4.48 1.18 8.14
H 7.23 -0.50 -1.18
H 3.08 -2.81 -1.46
H 2.19 -3.87 0.30
H -4.28 0.63 2.38
H -3.48 -0.14 6.20
H -0.61 3.14 3.85
H 5.55 3.60 7.36
H -3.58 -6.70 -6.49
H 2.90 -0.51 5.61
H 2.76 2.10 -3.58
H -2.71 -1.95 -1.95
H -3.66 -5.55 -7.90
H -3.95 4.39 -0.36
H 1.20 -1.39 3.85
H -1.30 2.64 6.08
H -6.31 -1.73 -4.13
H -1.41 -6.27 -1.03
H 0.14 1.26 -3.13
H 4.44 -5.39 -0.50
H 2.93 1.49 3.28
H 4.97 -4.23 1.68
H 1.77 -0.68 -4.03
H 4.32 -2.70 1.07
H -1.72 -1.40 4.07
H 4.90 -2.42 -4.62
H -2.85 3.36 -1.23
H -2.17 -5.84 -7.11
H 2.84 1.27 7.54
H 2.99 -0.99 -0.28
H -2.21 -1.28 -6.17
H 3.51 -4.34 -2.32
H -0.19 -2.54 0.92
H 2.94 -2.81 -3.19
H -5.67 1.71 2.16
H -0.27 -3.93 -1.50
H -4.06 -3.87 1.36
H -4.03 4.67 3.87
H -3.63 5.29 -5.22
H 5.23 2.83 0.61
H 3.48 5.10 -3.75
H -1.79 4.14 4.39
H -3.83 -5.39 -3.90
H 6.15 0.41 0.69
H 0.88 -3.06 -4.36
H -1.87 3.05 -3.04
H -5.60 -5.29 -4.78
H 2.91 0.51 0.56
H -2.70 -3.47 -7.54
H 4.53 4.02 3.89
H 5.09 3.88 -5.16
H -2.85 -5.37 -1.08
H -4.38 4.46 -2.87
H -2.72 -2.09 -4.77
H -0.51 3.30 -1.36
H -3.42 -1.25 4.09
H -6.88 -1.53 -6.57
H 6.49 2.18 6.71
H 6.08 3.55 5.69
H -2.10 1.55 2.68
H 4.16 2.77 -2.84
H -1.52 1.12 5.26
H -1.63 -5.04 0.23
H -5.54 3.97 3.41
H -2.49 6.24 -0.24
H -3.56 4.22 5.95
H -1.06 0.14 0.75
H -2.81 0.83 7.49
H 0.38 -0.50 7.36
H -2.12 -5.37 -4.40
H 5.76 -3.47 0.33
H 5.55 -0.27 -1.71
H 5.49 -1.05 3.64
H 4.64 -0.64 6.28
H -4.77 -2.51 -3.60
H -1.49 -3.66 -6.23
H -2.55 -1.92 1.71
H -1.71 4.80 0.42
H -0.96 1.16 -1.67
H -4.32 1.96 1.12
H -3.59 -8.89 0.15
H 0.22 6.43 0.17
H 3.74 2.89 -5.85
H 0.62 0.35 5.82
H 1.65 -3.02 -5.90
H -6.23 -3.45 -3.75
H 2.56 3.26 -2.28
H -4.87 -2.83 2.47
H 0.70 4.27 -0.54